1.
This record from the OMol25 dataset describes 2 unconnected molecules or ions with the total composition C3H5ClS. The level of theory is ωB97M-V/def2-TZVPD.

ORCA input file:
```
! wB97M-V def2-TZVPD RIJCOSX def2/J DEFGRID3
* xyz 0 1
Cl 1.958 1.894 0.040
S 2.048 -1.583 -0.070
C -0.477 0.216 -0.472
C 0.829 0.624 0.076
C -0.190 0.278 1.018
H -1.209 0.778 -0.806
H -0.223 -0.696 1.417
H -0.809 0.971 1.598
H 2.981 -0.850 -0.613
H -0.556 -0.799 -0.906
*
```

2.
This record from the OMol25 dataset describes a single C3H5ClS molecule. The level of theory is ωB97M-V/def2-TZVPD.

ORCA input file:
```
! wB97M-V def2-TZVPD RIJCOSX def2/J DEFGRID3
* xyz 0 1
Cl -0.964 -0.486 2.345
S 1.881 0.492 -0.817
C 0.312 0.550 0.091
C -0.838 -0.318 -0.451
C -0.077 -0.713 0.806
H -0.660 -0.983 -1.271
H 0.015 1.447 0.556
H 1.617 1.527 -1.660
H 0.526 -1.621 0.848
H -1.812 0.107 -0.447
*
```

Computed properties:
SMILES = S[C@H]1C[C@@H]1Cl

Unit: kJ/mol. Relative energies: 1 255.9; 2 0.0.

1.
This record from the OMol25 dataset describes a single C3H7ClN4 molecule. The level of theory is ωB97M-V/def2-TZVPD.

ORCA input file:
```
! wB97M-V def2-TZVPD RIJCOSX def2/J DEFGRID3
* xyz 0 1
Cl -2.360 -0.125 0.627
N -0.071 -1.445 2.171
N 1.096 0.837 -1.198
N -0.951 1.753 -1.346
N 1.168 -1.779 0.251
C 0.190 -1.192 0.806
C -0.188 0.739 -0.757
C -0.635 -0.116 0.177
H 1.437 1.793 -1.397
H -0.988 1.666 -2.360
H 1.173 -1.735 -0.753
H 0.688 -1.952 2.632
H -1.846 1.898 -0.895
H -0.473 -0.657 2.679
H 1.759 0.315 -0.636
*
```

Computed properties:
SMILES = [H]/N=C(/N)C(Cl)=C(N)N

2.
This record from the OMol25 dataset describes a single C3H7ClN4 molecule. The level of theory is ωB97M-V/def2-TZVPD.

ORCA input file:
```
! wB97M-V def2-TZVPD RIJCOSX def2/J DEFGRID3
* xyz 0 1
Cl -1.602 1.266 1.098
N 1.164 -1.759 0.847
N 0.331 -1.039 1.889
N 0.766 -0.499 -2.732
N 0.053 0.389 -1.857
C 0.045 1.218 0.395
C 0.232 0.110 -0.664
C 0.990 -1.128 -0.241
H 0.838 1.352 1.156
H 0.965 -1.593 -2.823
H -0.477 -0.517 1.432
H 1.697 -1.574 -0.809
H -0.196 -1.918 2.479
H 0.648 -0.310 -3.822
H -0.039 2.191 -0.245
*
```

Computed properties:
SMILES = N/N=C\C(CCl)=N/N

Unit: kJ/mol. Relative energies: 1 0.0; 2 501.6.

1.
This record from the OMol25 dataset describes a gas-phase ion, C3H11N3 (charge +2). The level of theory is ωB97M-V/def2-TZVPD.

ORCA input file:
```
! wB97M-V def2-TZVPD RIJCOSX def2/J DEFGRID3
* xyz 2 1
N 0.490 0.185 -0.176
N -0.755 -0.627 -0.649
N 1.673 -0.421 -0.695
C -2.034 -0.541 0.113
C 0.389 1.569 0.014
C 1.708 -0.744 0.613
H 2.288 -0.059 1.344
H 1.391 -1.728 1.011
H -2.773 -1.298 -0.238
H 0.605 1.999 -0.967
H 2.438 0.108 -1.030
H -0.599 1.769 0.460
H -1.770 -0.844 1.120
H -0.944 -0.155 -1.630
H -2.550 0.461 0.347
H -0.539 -1.590 -0.427
H 0.981 1.915 0.790
*
```

Computed properties:
SMILES = C[NH2+][N@@+]1(C)CN1

2.
This record from the OMol25 dataset describes a gas-phase ion, C3H11N3 (charge +2). The level of theory is ωB97M-V/def2-TZVPD.

ORCA input file:
```
! wB97M-V def2-TZVPD RIJCOSX def2/J DEFGRID3
* xyz 2 1
N 1.322 0.071 -0.041
N -2.369 -0.481 0.241
N -0.091 0.357 0.149
C -1.064 -0.585 0.146
C 1.680 -1.279 -0.547
C -0.463 1.771 0.243
H 1.003 -1.760 -1.334
H -0.630 -1.593 0.279
H -1.463 1.825 0.692
H -2.841 0.424 0.181
H 2.701 -1.214 -0.900
H 0.244 2.269 1.031
H -2.949 -1.318 -0.113
H 1.534 -2.003 0.278
H 1.859 0.848 -0.539
H -0.262 2.347 -0.660
H 1.788 0.321 0.894
*
```

Computed properties:
SMILES = C[NH2+]/[N+](C)=C/N

3.
This record from the OMol25 dataset describes a molecular structure, C3H11N3. The level of theory is ωB97M-V/def2-TZVPD.

ORCA input file:
```
! wB97M-V def2-TZVPD RIJCOSX def2/J DEFGRID3
* xyz 2 1
N -0.082 1.311 1.497
N -0.148 0.604 0.201
N 0.846 -0.448 0.202
C -1.205 0.506 1.261
C 0.484 -2.083 -0.740
C -0.094 1.214 -1.052
H -2.260 0.965 0.889
H -0.060 -2.061 -1.654
H -0.661 2.094 -1.150
H 1.776 -0.009 0.002
H 1.399 -2.523 -0.792
H -0.536 0.503 -1.940
H -0.028 2.326 1.425
H 0.019 -2.556 0.095
H 0.987 1.390 -1.272
H 0.855 -0.861 1.142
H -1.293 -0.373 1.887
*
```

Unit: kJ/mol. Relative energies: 1 377.1; 2 0.0; 3 383.7.

1.
This record from the OMol25 dataset describes 2 unconnected molecules or ions with the total composition C2H3ClO2S. The level of theory is ωB97M-V/def2-TZVPD.

ORCA input file:
```
! wB97M-V def2-TZVPD RIJCOSX def2/J DEFGRID3
* xyz 0 1
Cl 1.603 -0.957 1.034
S -1.828 -0.347 0.311
O 1.288 0.002 -1.430
O -1.356 -1.595 -0.613
C 0.173 1.234 0.191
C 1.070 0.260 -0.302
H -0.625 -1.968 -0.067
H -0.012 1.400 1.200
H -0.313 1.971 -0.325
*
```

2.
This record from the OMol25 dataset describes a single C2H3ClO2S molecule. The level of theory is ωB97M-V/def2-TZVPD.

ORCA input file:
```
! wB97M-V def2-TZVPD RIJCOSX def2/J DEFGRID3
* xyz 0 1
Cl 2.762 -0.148 0.254
S -1.285 -1.156 0.213
O 0.817 1.158 -1.024
O -1.753 -0.546 -1.244
C 1.004 0.446 -0.117
C -0.069 0.166 0.923
H -0.649 1.034 1.115
H -1.017 -0.593 -1.950
H 0.191 -0.361 1.828
*
```

Computed properties:
SMILES = O=C(Cl)CSO

Unit: kJ/mol. Relative energies: 1 175.1; 2 0.0.

1.
This record from the OMol25 dataset describes a single C3H6O2 molecule. The level of theory is ωB97M-V/def2-TZVPD.

ORCA input file:
```
! wB97M-V def2-TZVPD RIJCOSX def2/J DEFGRID3
* xyz 0 1
O 1.103 1.056 -0.150
O -0.624 -0.128 -1.039
C -1.307 -0.180 0.200
C 0.745 -0.116 -0.905
C 1.087 0.998 1.149
H 1.180 -0.012 -1.896
H -2.365 -0.074 -0.036
H -1.127 -1.139 0.719
H 1.126 -0.994 -0.358
H 1.197 -0.089 1.449
H -1.015 0.679 0.867
*
```

2.
This record from the OMol25 dataset describes 2 unconnected molecules or ions with the total composition C3H6O2. The level of theory is ωB97M-V/def2-TZVPD.

ORCA input file:
```
! wB97M-V def2-TZVPD RIJCOSX def2/J DEFGRID3
* xyz 0 1
O -0.481 -3.715 1.119
O -2.148 6.978 -1.847
C 1.702 -2.956 0.666
C -1.669 5.979 -1.402
C 0.750 -3.845 0.465
H 0.763 -4.699 -0.190
H -1.555 5.803 -0.306
H 2.577 -2.871 0.034
H 1.688 -2.174 1.414
H -1.304 5.104 -1.989
H -0.323 -3.604 2.037
*
```

Computed properties:
SMILES = C=CO.C=O

3.
This record from the OMol25 dataset describes a single C3H6O2 molecule. The level of theory is ωB97M-V/def2-TZVPD.

ORCA input file:
```
! wB97M-V def2-TZVPD RIJCOSX def2/J DEFGRID3
* xyz 0 1
O 0.540 1.517 -0.159
O -1.613 0.372 0.032
C -0.414 -0.415 0.338
C 0.783 0.335 0.398
C 0.615 -0.886 -0.504
H 1.032 -1.746 -0.232
H 0.696 -0.195 -1.472
H -0.343 1.717 -0.361
H -0.428 -1.063 1.256
H -2.182 0.011 -0.763
H 1.313 0.352 1.467
*
```

Computed properties:
SMILES = O[C@@H]1C[C@@H]1O

Unit: kJ/mol. Relative energies: 1 171.7; 2 0.0; 3 129.4.

1.
This record from the OMol25 dataset describes a molecular structure, C3H6O2. The level of theory is ωB97M-V/def2-TZVPD.

ORCA input file:
```
! wB97M-V def2-TZVPD RIJCOSX def2/J DEFGRID3
* xyz 0 1
O 0.089 -0.061 1.586
O 1.523 -1.094 -0.267
C 0.220 -1.078 -0.615
C -0.606 -0.256 0.374
C -0.365 0.735 -0.712
H 0.019 -0.281 -1.578
H -1.636 -0.583 0.528
H 1.600 -0.737 0.641
H -1.216 1.088 -1.291
H 0.456 1.432 -0.561
H -0.084 0.835 1.895
*
```

2.
This record from the OMol25 dataset describes a single C3H6O2 molecule. The level of theory is ωB97M-V/def2-TZVPD.

ORCA input file:
```
! wB97M-V def2-TZVPD RIJCOSX def2/J DEFGRID3
* xyz 0 1
O 0.580 1.307 -0.068
O 1.709 -0.649 0.092
C 0.551 0.103 -0.019
C -0.691 -0.746 -0.125
C -1.968 0.090 0.120
H -2.858 -0.526 -0.201
H -0.701 -1.189 -1.177
H -2.069 0.406 1.197
H -1.922 1.025 -0.539
H 2.448 -0.007 0.144
H -0.566 -1.651 0.523
*
```

Computed properties:
SMILES = CCC(=O)O

Unit: kJ/mol. Relative energies: 1 422.0; 2 0.0.

1.
This record from the OMol25 dataset describes 2 unconnected molecules or ions with the total composition C3H6O2. The level of theory is ωB97M-V/def2-TZVPD.

ORCA input file:
```
! wB97M-V def2-TZVPD RIJCOSX def2/J DEFGRID3
* xyz 0 1
O -0.893 2.069 -3.785
O -0.397 1.667 -2.594
C -0.169 -1.241 0.795
C -0.533 0.478 -2.306
C 0.818 -0.485 1.200
H -1.089 -0.784 0.514
H -0.110 -2.196 0.487
H -1.143 0.010 -3.123
H -0.157 0.180 -1.324
H 1.860 -0.769 1.181
H 0.684 0.474 1.564
*
```

2.
This record from the OMol25 dataset describes a single C3H6O2 molecule. The level of theory is ωB97M-V/def2-TZVPD.

ORCA input file:
```
! wB97M-V def2-TZVPD RIJCOSX def2/J DEFGRID3
* xyz 0 1
O -0.987 0.850 -1.271
O -0.086 1.220 0.750
C 1.005 -1.344 0.933
C 0.205 -0.966 -0.288
C -0.268 0.495 -0.182
H 0.869 -1.036 -1.147
H 0.618 -0.937 1.880
H -0.701 -1.564 -0.350
H -1.213 1.784 -1.202
H 1.029 -2.382 1.279
H 2.017 -0.937 0.941
*
```

Computed properties:
SMILES = CCC(=O)O

3.
This record from the OMol25 dataset describes a single C3H6O2 molecule. The level of theory is ωB97M-V/def2-TZVPD.

ORCA input file:
```
! wB97M-V def2-TZVPD RIJCOSX def2/J DEFGRID3
* xyz 0 1
O 1.023 0.930 -1.546
O -1.746 -0.059 1.392
C -0.030 0.716 -0.647
C 0.184 -0.634 0.081
C -0.789 -0.766 1.221
H -0.049 -1.450 -0.601
H 1.788 1.449 -1.289
H -0.930 0.579 -1.229
H -0.116 1.464 0.132
H -0.531 -1.498 2.010
H 1.196 -0.731 0.477
*
```

Computed properties:
SMILES = O=CCCO

Unit: kJ/mol. Relative energies: 1 662.0; 2 0.0; 3 119.0.

1.
This record from the OMol25 dataset describes a single C3H6O2 molecule. The level of theory is ωB97M-V/def2-TZVPD.

ORCA input file:
```
! wB97M-V def2-TZVPD RIJCOSX def2/J DEFGRID3
* xyz 0 1
O -0.832 -0.240 0.410
O -2.145 -0.075 -1.379
C 1.534 -0.178 0.379
C -1.988 -0.382 -0.229
C 0.278 0.272 -0.355
H 1.588 -1.265 0.344
H -2.781 -0.814 0.411
H 1.508 0.135 1.433
H 0.243 -0.050 -1.410
H 2.436 0.237 -0.089
H 0.281 1.361 -0.285
*
```

Computed properties:
SMILES = CCOC=O

2.
This record from the OMol25 dataset describes 2 unconnected molecules or ions with the total composition C3H6O2. The level of theory is ωB97M-V/def2-TZVPD.

ORCA input file:
```
! wB97M-V def2-TZVPD RIJCOSX def2/J DEFGRID3
* xyz 0 1
O -1.633 0.097 -1.633
O 2.708 0.427 0.048
C 0.653 -0.602 0.666
C -0.629 -0.389 0.967
C 1.502 0.476 0.114
H 1.130 -1.566 0.821
H -1.560 1.034 -1.417
H -1.275 -1.175 1.346
H -1.094 0.585 0.842
H 0.945 1.360 -0.277
H -0.746 -0.249 -1.475
*
```

Computed properties:
SMILES = C=CC=O.O

Unit: kJ/mol. Relative energies: 1 0.0; 2 112.0.

1.
This record from the OMol25 dataset describes a single C3H6O2 molecule. The level of theory is ωB97M-V/def2-TZVPD.

ORCA input file:
```
! wB97M-V def2-TZVPD RIJCOSX def2/J DEFGRID3
* xyz 0 1
O -1.387 -0.352 0.741
O 0.017 -1.008 -1.387
C -0.425 0.658 0.551
C 0.576 0.068 -0.763
C 0.958 0.069 0.644
H -0.693 -1.306 -0.783
H -0.552 1.236 -0.391
H -2.255 0.065 0.766
H 1.759 0.715 0.988
H 0.964 -0.926 1.082
H 1.040 0.781 -1.448
*
```

Computed properties:
SMILES = O[C@@H]1C[C@@H]1O

2.
This record from the OMol25 dataset describes a single C3H6O2 molecule. The level of theory is ωB97M-V/def2-TZVPD.

ORCA input file:
```
! wB97M-V def2-TZVPD RIJCOSX def2/J DEFGRID3
* xyz 0 1
O -0.095 0.378 -1.498
O 0.987 -1.651 0.903
C -0.371 -0.086 -0.182
C -1.029 1.112 -0.721
C 0.768 -0.245 0.796
H -0.723 2.124 -0.448
H 0.491 0.089 1.802
H -0.874 -1.059 -0.101
H 1.679 0.279 0.480
H 1.232 -1.975 0.025
H -2.065 1.035 -1.056
*
```

Computed properties:
SMILES = OC[C@H]1CO1

Unit: kJ/mol. Relative energies: 1 143.9; 2 0.0.

1.
This record from the OMol25 dataset describes 2 unconnected molecules or ions with the total composition CH4ClN2O. The level of theory is ωB97M-V/def2-TZVPD.

ORCA input file:
```
! wB97M-V def2-TZVPD RIJCOSX def2/J DEFGRID3
* xyz 1 1
Cl -0.689 -2.068 0.870
O -0.513 3.107 -1.913
N -0.416 0.834 -1.309
N 0.239 -0.533 0.891
C -0.499 1.995 -1.682
H 1.243 -0.733 0.945
H -0.041 -0.003 1.727
H -0.679 0.074 -1.920
H -0.001 0.101 -0.025
*
```

2.
This record from the OMol25 dataset describes 2 unconnected molecules or ions with the total composition CH4ClN2O. The level of theory is ωB97M-V/def2-TZVPD.

ORCA input file:
```
! wB97M-V def2-TZVPD RIJCOSX def2/J DEFGRID3
* xyz 1 1
Cl 3.344 -0.135 -0.159
O -1.408 -1.213 -0.297
N 1.078 1.016 0.135
N 2.032 0.796 -0.510
C -0.142 1.026 0.423
H -0.714 0.111 0.258
H -2.199 -1.355 -0.710
H -0.779 1.877 0.893
H -1.213 -2.123 -0.033
*
```

Unit: kJ/mol. Relative energies: 1 0.0; 2 334.0.

1.
This record from the OMol25 dataset describes a single C5H8N4 molecule. The level of theory is ωB97M-V/def2-TZVPD.

ORCA input file:
```
! wB97M-V def2-TZVPD RIJCOSX def2/J DEFGRID3
* xyz 0 1
N 1.564 -0.653 0.979
N -3.007 -1.103 -0.554
N 2.125 0.717 0.625
N 0.691 1.550 -1.220
C -0.619 0.776 -0.873
C 0.223 -0.877 0.836
C -1.952 -1.269 0.153
C -0.731 -0.403 0.036
C 1.711 1.469 -0.491
H 2.116 -1.630 0.781
H 2.540 2.211 -0.578
H -2.939 -0.259 -1.239
H -1.946 -2.030 1.001
H 0.140 -1.879 1.351
H 2.487 1.303 1.442
H -1.304 1.498 -0.348
H -1.098 0.580 -1.901
*
```

Computed properties:
SMILES = [H]/N=C\C1=CNNC=NC1

2.
This record from the OMol25 dataset describes a single C5H8N4 molecule. The level of theory is ωB97M-V/def2-TZVPD.

ORCA input file:
```
! wB97M-V def2-TZVPD RIJCOSX def2/J DEFGRID3
* xyz 0 1
N -0.373 0.815 -0.125
N 0.762 1.343 0.243
N 1.621 0.447 0.216
N 2.714 0.229 0.707
C -1.525 -1.024 0.242
C -1.764 1.271 -0.098
C -2.505 0.106 0.579
C -0.364 -0.533 -0.124
C 3.723 -0.398 -0.079
H 3.327 -0.305 -1.185
H -2.061 1.313 -1.119
H -2.608 0.197 1.686
H 3.918 -1.413 0.369
H -3.416 0.079 0.076
H 4.719 0.278 0.094
H -1.797 -2.025 0.236
H -2.018 2.047 0.526
*
```

Unit: kJ/mol. Relative energies: 1 0.0; 2 348.5.

1.
This record from the OMol25 dataset describes 2 unconnected molecules or ions with the total composition C6H14P. The level of theory is ωB97M-V/def2-TZVPD.

ORCA input file:
```
! wB97M-V def2-TZVPD RIJCOSX def2/J DEFGRID3
* xyz 1 1
P 0.486 1.165 0.084
C -0.075 -2.446 0.217
C 1.744 0.189 -0.856
C 1.234 2.544 0.904
C -0.681 -1.137 0.301
C -1.837 -0.937 1.251
C -0.722 1.760 -1.122
H 2.530 -0.368 -0.216
H -0.836 1.014 -1.980
H 1.249 -0.557 -1.515
H -1.599 2.236 -0.656
H -2.367 0.037 1.227
H 0.450 3.344 1.103
H -0.170 -3.032 1.050
H 0.850 -2.386 -0.363
H -1.322 -0.879 2.191
H 2.328 0.770 -1.589
H -2.600 -1.732 1.290
H -0.846 -2.984 -0.436
H 1.926 2.284 1.774
H -0.141 2.559 -1.724
*
```

2.
This record from the OMol25 dataset describes a gas-phase ion, C6H14P (charge +1). The level of theory is ωB97M-V/def2-TZVPD.

ORCA input file:
```
! wB97M-V def2-TZVPD RIJCOSX def2/J DEFGRID3
* xyz 1 1
P -0.223 -0.529 -0.587
C -0.755 1.206 1.596
C 0.927 -0.667 -1.980
C 1.693 0.900 0.911
C 0.002 -1.680 0.692
C 0.255 0.611 0.685
C -1.924 -0.374 -1.177
H -0.798 -1.881 1.377
H -2.276 -1.375 -1.428
H -1.958 0.259 -2.062
H -0.417 1.186 2.631
H 1.901 1.940 0.646
H 1.690 -1.413 -1.772
H 0.973 -2.098 0.884
H -1.724 0.715 1.539
H 0.362 -0.973 -2.859
H -0.896 2.257 1.328
H 2.334 0.272 0.297
H 1.966 0.784 1.960
H 1.402 0.295 -2.174
H -2.570 0.049 -0.408
*
```

Unit: kJ/mol. Relative energies: 1 365.2; 2 0.0.